Computed, not measured: C20H43IrN6SSbSi3 as an isolated structure, with wB97M-V/def2-TZVPD.

```
75
Properties=species:S:1:pos:R:3
Ir -0.336 0.355 -0.246
C -1.139 -1.020 3.768
C -1.109 -0.668 2.322
N -0.219 0.054 1.725
N 0.892 0.548 2.375
C 1.842 1.189 1.654
N 2.915 1.615 2.293
S 1.669 1.454 -0.030
C -2.125 -1.230 1.392
C -3.107 -2.102 1.813
C -3.932 -2.704 0.863
C -3.728 -2.419 -0.471
C -2.732 -1.515 -0.824
N -1.958 -0.919 0.079
H -0.360 -0.553 4.364
H -1.061 -2.101 3.899
H -2.097 -0.703 4.189
H 1.040 0.290 3.339
H 3.089 1.438 3.272
H 3.665 2.042 1.768
H -3.225 -2.335 2.862
H -4.703 -3.396 1.174
H -4.327 -2.879 -1.245
H -2.544 -1.262 -1.857
C 0.935 1.049 -5.400
N 0.076 0.100 -4.664
C -0.470 -1.058 -5.396
C -0.148 0.257 -3.406
N -0.371 0.418 -2.276
H 0.362 1.489 -6.214
H 1.795 0.514 -5.799
H 1.272 1.831 -4.725
H -1.135 -0.707 -6.183
H -1.016 -1.700 -4.710
H 0.355 -1.619 -5.833
C 0.495 3.958 -2.371
Si -0.369 4.598 -0.851
C -1.571 5.964 -1.188
C 0.790 5.077 0.519
Sb -1.809 2.541 -0.050
Si -3.964 2.265 -1.570
C -3.454 1.486 -3.180
C -4.621 3.982 -1.810
C -5.143 1.217 -0.584
Si -2.625 3.078 2.392
C -3.918 1.830 2.890
C -1.149 3.016 3.525
C -3.305 4.794 2.208
H 1.163 4.712 -2.795
H -0.229 3.682 -3.141
H 1.097 3.082 -2.120
H -1.007 6.852 -1.492
H -2.140 6.238 -0.299
H -2.262 5.733 -1.995
H 1.397 5.930 0.205
H 1.467 4.266 0.786
H 0.236 5.392 1.406
H -2.780 2.131 -3.746
H -4.345 1.321 -3.792
H -2.965 0.525 -3.030
H -4.073 4.520 -2.582
H -4.634 4.578 -0.898
H -5.658 3.898 -2.151
H -4.681 0.295 -0.229
H -6.008 0.947 -1.196
H -5.520 1.762 0.282
H -3.666 0.820 2.559
H -4.891 2.081 2.466
H -4.039 1.818 3.977
H -0.777 1.997 3.633
H -1.439 3.364 4.520
H -0.334 3.654 3.178
H -3.984 4.894 1.360
H -2.513 5.539 2.118
H -3.879 5.036 3.107
```

The value obtained for the total energy is -2726.924109 Ha. The multiplicity is 1. Its energy above the lowest of the compared OMol25 structures with the same formula, charge and spin is 0.0 kcal/mol. As for the total charge: +3. The calculation puts the HOMO energy at -16.77 eV.